*one*
An isolated ion of composition C2H7N2 and charge +1, computed with the ωB97M-V functional and the def2-TZVPD basis.

ORCA input file:
```
! wB97M-V def2-TZVPD RIJCOSX def2/J DEFGRID3
* xyz 1 1
N 0.16835 -1.59643 -1.11829
C -0.12137 -0.27879 -0.70412
C 0.18612 0.14498 0.53473
N -0.15858 1.54119 1.12921
H 0.36004 -1.50473 -2.07995
H -0.17963 -2.38982 -0.63974
H -0.58785 0.23608 -1.56504
H 0.76588 -0.39014 1.24317
H -0.37159 2.14463 0.44801
H 0.55268 1.78829 1.83552
H -0.99650 1.30522 1.69791
*
```

Calculated values
**E_LUMO**: -3.8 eV
**Structure (SMILES)**: N/C=C/[NH3+]

Mulliken population analysis, charges in e, atoms 1 to 4:
1 N -0.435
2 C -0.097
3 C -0.358
4 N -0.293

*two*
An isolated ion of composition C2H7N2 and charge +1, computed with the ωB97M-V functional and the def2-TZVPD basis.

ORCA input file:
```
! wB97M-V def2-TZVPD RIJCOSX def2/J DEFGRID3
* xyz 1 1
C 1.62090 -0.03456 -0.02941
N 0.22049 0.37034 0.03343
C -0.87514 -0.34035 0.05806
N -2.11609 0.10928 -0.09441
H 2.17690 0.22046 0.83418
H 2.01511 0.38114 -0.86319
H 1.77754 -1.18933 0.03697
H 0.29191 1.41338 0.01015
H -0.67909 -1.34521 0.23801
H -2.77405 -0.56047 0.08396
H -2.26801 1.06315 0.15458
*
```

Calculated values
**E_LUMO**: -4.0 eV
**Structure (SMILES)**: C/[NH+]=C/N

Mulliken population analysis, charges in e, atoms 1 to 4:
1 C -0.769
2 N -0.218
3 C 0.226
4 N -0.319

Best to worst by energy: *two*, *one*.

*one*
A 2-piece molecular cluster, C2H7N2 overall, computed with the ωB97M-V functional and the def2-TZVPD basis.

ORCA input file:
```
! wB97M-V def2-TZVPD RIJCOSX def2/J DEFGRID3
* xyz 1 1
C -1.79691 0.02216 0.01879
N -0.47839 -0.35759 0.05673
C 0.44174 0.63934 0.01964
N 1.66151 0.24591 0.02657
H 2.02696 -3.15580 0.07035
H -2.45204 -0.80778 0.28981
H -2.04024 0.16632 -1.05929
H 0.13818 1.68188 -0.10019
H 1.60370 -3.05808 -0.53393
H -2.06072 0.96734 0.49716
H 2.34685 1.00668 -0.04162
*
```

Calculated values
**E_LUMO**: -9.5 eV

Mulliken population analysis, charges in e, atoms 1 to 4:
1 C -0.650
2 N 0.022
3 C 0.028
4 N -0.144

*two*
An isolated ion of composition C2H7N2 and charge +1, computed with the ωB97M-V functional and the def2-TZVPD basis.

ORCA input file:
```
! wB97M-V def2-TZVPD RIJCOSX def2/J DEFGRID3
* xyz 1 1
N -0.67682 -1.24216 -1.43599
C 0.09492 -0.45417 -0.67714
C -0.36668 0.28409 0.34604
N 0.63919 0.84747 1.31707
H -0.46013 -1.53952 -2.37159
H -1.68748 -1.28156 -1.36087
H 1.14211 -0.50783 -0.96837
H -1.27379 0.84384 0.51653
H 0.85362 1.83768 1.12819
H 1.48661 0.27466 1.24274
H 0.24845 0.93749 2.26339
*
```

Calculated values
**E_LUMO**: -3.6 eV
**Structure (SMILES)**: N/C=C/[NH3+]

Mulliken population analysis, charges in e, atoms 1 to 4:
1 N -0.385
2 C -0.116
3 C -0.349
4 N -0.344

*three*
An isolated ion of composition C2H7N2 and charge +1, computed with the ωB97M-V functional and the def2-TZVPD basis.

ORCA input file:
```
! wB97M-V def2-TZVPD RIJCOSX def2/J DEFGRID3
* xyz 1 1
N -0.52885 -1.14418 -1.41197
C 0.18690 -0.37843 -0.56489
C -0.35208 0.44565 0.36834
N 0.58508 0.94444 1.41675
H -0.10794 -1.19487 -2.32601
H -1.52889 -1.15008 -1.28480
H 1.19058 -0.11736 -0.89493
H -1.27972 0.97732 0.26281
H 1.00404 1.85280 1.20899
H 1.38432 0.30132 1.47778
H 0.11311 0.89716 2.32448
*
```

Calculated values
**E_LUMO**: -3.7 eV
**Structure (SMILES)**: N/C=C/[NH3+]

Mulliken population analysis, charges in e, atoms 1 to 4:
1 N -0.362
2 C -0.101
3 C -0.496
4 N -0.334

Best to worst by energy: *two*, *three*, *one*.

*one*
A 2-piece molecular cluster, C3H8NOP overall, computed with the ωB97M-V functional and the def2-TZVPD basis.

ORCA input file:
```
! wB97M-V def2-TZVPD RIJCOSX def2/J DEFGRID3
* xyz 0 1
C -2.42445 -0.91741 -0.28119
C -1.09636 -0.14441 -0.04392
C -1.24902 1.35679 0.00944
N 0.00029 -0.73106 -0.00629
H -2.38012 -1.72866 -1.01041
H -2.65848 -1.38887 0.69889
H -3.11682 -0.18358 -0.61614
H -0.35247 2.02375 0.36346
H -2.08623 1.58975 0.56325
H -1.49187 1.79202 -1.03428
H -0.02132 -1.68590 -0.23138
O 4.88887 0.42360 -0.04722
P 4.28361 -0.76323 0.47925
H 3.88561 -0.18415 1.67776
*
```

Calculated values
**E_LUMO**: -0.5 eV
**Structure (SMILES)**: CC(C)=N.O=P

Mulliken population analysis, charges in e, atoms 1 to 4:
1 C -1.116
2 C 0.759
3 C -1.161
4 N -0.565

*two*
One molecule with the formula C3H8NOP, computed with the ωB97M-V functional and the def2-TZVPD basis.

ORCA input file:
```
! wB97M-V def2-TZVPD RIJCOSX def2/J DEFGRID3
* xyz 0 1
C -0.44234 1.40798 -1.02551
C -0.23847 0.38193 0.14595
P -1.92660 -0.42907 0.32024
C 0.78777 -0.69693 -0.05475
N 1.72235 -0.86783 0.90075
O 0.80628 -1.38071 -1.06055
H -0.76447 0.83980 -1.83249
H -1.23327 2.10254 -0.73220
H 0.46032 2.00877 -1.35509
H -0.10205 1.14492 1.08334
H -1.78766 -1.21936 1.54828
H -1.67066 -1.42712 -0.49954
H 1.76123 -0.48231 1.80037
H 2.62757 -1.38260 0.76119
*
```

Calculated values
**E_LUMO**: 0.8 eV
**Structure (SMILES)**: C[C@@H](P)C(N)=O

Mulliken population analysis, charges in e, atoms 1 to 4:
1 C -1.361
2 C 0.224
3 P -0.043
4 C 0.225

Best to worst by energy: *two*, *one*.

*one*
One molecule with the formula C3H8NOP, computed with the ωB97M-V functional and the def2-TZVPD basis.

ORCA input file:
```
! wB97M-V def2-TZVPD RIJCOSX def2/J DEFGRID3
* xyz 0 1
C -0.68615 2.02647 -2.13382
C -0.37089 0.88730 -1.57806
O 0.86469 0.84265 -0.86858
P 1.01175 -0.04530 0.41169
N -0.22687 -0.98405 0.60531
C -0.38671 -1.87821 1.82008
H -0.03536 2.84475 -1.87795
H -1.54590 2.30567 -2.70703
H -1.01987 -0.01179 -1.38776
H 2.29882 -0.43705 0.15953
H 1.31179 1.02731 1.43662
H 0.36530 -2.75586 1.79524
H -0.20313 -1.47152 2.74375
H -1.37746 -2.35035 1.58099
*
```

Calculated values
**E_LUMO**: 1.1 eV
**Structure (SMILES)**: C=CO[PH2]=NC

Mulliken population analysis, charges in e, atoms 1 to 4:
1 C -0.687
2 C 0.090
3 O -0.322
4 P 0.277

*two*
One molecule with the formula C3H8NOP, computed with the ωB97M-V functional and the def2-TZVPD basis.

ORCA input file:
```
! wB97M-V def2-TZVPD RIJCOSX def2/J DEFGRID3
* xyz 0 1
C 0.83018 0.67998 -1.44950
C 0.13635 0.18533 -0.09380
C -0.97929 -0.70884 -0.40527
N 0.38875 0.54293 1.12614
P -0.56245 0.34655 2.46647
O 0.40570 1.09799 3.53139
H 0.30265 1.67349 -1.49784
H 0.69791 0.02572 -2.35928
H 1.83256 0.77543 -1.00136
H -1.83165 -0.36610 0.18038
H -0.55127 -1.71665 -0.23789
H -1.30568 -0.77470 -1.42611
H -0.06531 -1.02463 2.47212
H 0.29721 1.90849 4.00587
*
```

Calculated values
**E_LUMO**: 1.0 eV
**Structure (SMILES)**: CC(C)=NPO

Mulliken population analysis, charges in e, atoms 1 to 4:
1 C -0.986
2 C 0.852
3 C -1.334
4 N -0.400

Best to worst by energy: *two*, *one*.

*one*
C35H44AsN9O5STi as an isolated structure, computed with the ωB97M-V functional and the def2-TZVPD basis.

ORCA input file:
```
! wB97M-V def2-TZVPD RIJCOSX def2/J DEFGRID3
* xyz 1 2
Ti -0.41577 -0.49097 0.22632
C -1.15233 -3.49945 3.07364
C -0.90768 -2.88338 1.72191
O -0.94679 -1.59833 1.62876
C -0.76044 -3.72536 0.63101
C -1.05736 -3.27914 -0.67650
C -1.54723 -4.23657 -1.71770
N -1.12918 -1.98216 -0.89750
N -2.12340 -1.57596 -1.76759
C -2.65292 -0.49807 -1.28296
O -2.08153 0.11533 -0.26730
C -3.99686 -0.08506 -1.71431
C -4.55852 -0.53916 -2.90520
C -5.85309 -0.17871 -3.23533
C -6.60098 0.61620 -2.37631
C -6.05763 1.03731 -1.17150
C -4.75824 0.69217 -0.84155
H -1.06099 -2.75724 3.86363
H -0.47691 -4.33393 3.25788
H -2.17270 -3.88752 3.09821
H -0.72425 -4.79109 0.80460
H -1.10989 -5.22312 -1.57809
H -1.32150 -3.85061 -2.70937
H -2.63214 -4.32864 -1.64568
H -3.97033 -1.17031 -3.55770
H -6.28854 -0.52039 -4.16435
H -7.61234 0.89410 -2.63953
H -6.64319 1.64137 -0.49197
H -4.31635 1.01153 0.09340
S 1.40668 2.00715 7.51493
N 2.52579 1.47599 6.47882
C 1.96448 1.38996 5.28953
C 2.62260 1.01731 4.06239
C 3.95394 0.67307 4.00858
C 4.54929 0.38097 2.75982
C 3.80746 0.53308 1.62988
N 2.49756 0.86304 1.67304
C 1.83753 1.06432 2.87137
C 0.45335 1.35301 2.86752
N -0.27143 1.29682 1.67970
C -1.45978 1.92243 1.67380
C -2.07388 2.46280 2.78519
C -1.44678 2.34876 4.01950
C -0.17657 1.81096 4.07211
C 0.59256 1.78177 5.28981
N 0.17002 2.14523 6.48606
H 4.52971 0.65357 4.92249
H 5.58927 0.10019 2.70093
H 4.22867 0.40540 0.64155
H -1.93576 2.01593 0.70842
H -3.03218 2.94861 2.68201
H -1.90425 2.70896 4.93046
C -0.50159 4.02821 -3.20808
As -1.41586 2.49709 -2.32463
C -1.23895 1.25454 -3.84170
C -3.19391 3.20453 -2.81358
H -0.92773 4.19492 -4.19690
H 0.56845 3.85988 -3.32358
H -0.64274 4.93386 -2.61748
H -1.28907 1.80461 -4.78113
H -2.04544 0.52467 -3.81791
H -0.29488 0.71193 -3.79989
H -3.28438 3.29500 -3.89614
H -3.32378 4.19241 -2.37059
H -3.99563 2.56842 -2.45407
C 1.95482 -2.15534 3.09143
N 2.21930 -3.03674 1.97072
C 2.99345 -4.22769 2.28896
C 2.66158 -5.32349 1.29815
C 2.93682 -4.78790 -0.09110
N 2.26866 -3.51061 -0.30118
C 2.07786 -3.12722 -1.69110
C 1.93011 -2.67260 0.69841
O 1.36826 -1.55655 0.46040
H 1.24228 -1.39386 2.80143
H 1.53860 -2.73807 3.91378
H 2.87687 -1.68262 3.43239
H 2.73295 -4.53103 3.30341
H 4.06581 -4.00124 2.26849
H 1.61001 -5.59682 1.39782
H 3.26872 -6.20704 1.48773
H 2.56952 -5.48356 -0.84675
H 4.01648 -4.67411 -0.23734
H 3.01167 -2.77584 -2.13444
H 1.36144 -2.32018 -1.75987
H 1.72128 -3.98766 -2.25737
N 1.80471 2.65351 -0.55232
C 2.21969 1.92107 -1.74310
C 1.53929 0.55698 -1.80997
O 1.94023 -0.29528 -2.56365
O 0.48397 0.41864 -1.03309
H 2.24419 3.56597 -0.52520
H 2.07836 1.31811 0.84509
H 0.79701 2.79356 -0.57716
H 3.29875 1.76641 -1.72938
H 1.97288 2.43157 -2.68142
*
```

Calculated values
**E_LUMO (alpha / beta)**: -3.0 / -3.1 eV
**Expectation value of S²**: 0.776

Mulliken population analysis, charges in e, atoms 1 to 4:
1 Ti -2.033
2 C -1.848
3 C 0.928
4 O -0.025

*two*
C35H44AsN9O5STi as an isolated structure, computed with the ωB97M-V functional and the def2-TZVPD basis.

ORCA input file:
```
! wB97M-V def2-TZVPD RIJCOSX def2/J DEFGRID3
* xyz 1 2
Ti 0.11654 -0.04335 -0.44347
C -2.10732 -3.10901 1.59073
C -1.23546 -2.55318 0.49703
O -0.66629 -1.42353 0.76822
C -1.04419 -3.25597 -0.66908
C -0.03818 -2.92545 -1.62206
C 0.38121 -3.95720 -2.62500
N 0.54941 -1.76134 -1.58136
N 1.67438 -1.59972 -2.39615
C 2.40875 -0.67898 -1.85846
O 2.04478 -0.06046 -0.75543
C 3.69616 -0.28429 -2.46725
C 4.00207 -0.62475 -3.78300
C 5.21166 -0.23398 -4.33198
C 6.12211 0.48830 -3.56968
C 5.82122 0.82054 -2.25654
C 4.60699 0.44039 -1.70300
H -2.49075 -2.29672 2.20804
H -1.51447 -3.76883 2.22792
H -2.93383 -3.69262 1.18658
H -1.55400 -4.20209 -0.78348
H -0.36154 -4.74958 -2.68714
H 1.33534 -4.39439 -2.32586
H 0.54108 -3.50541 -3.60220
H 3.28773 -1.19565 -4.36149
H 5.44850 -0.49424 -5.35536
H 7.06811 0.78939 -4.00080
H 6.53378 1.37604 -1.66081
H 4.35498 0.69201 -0.68003
S -7.38281 -1.08525 -0.41189
N -6.44452 -0.36218 0.68052
C -5.25355 -0.21908 0.12316
C -4.09718 0.40181 0.75130
C -4.13302 0.96278 2.02922
C -2.98963 1.53285 2.52121
C -1.83529 1.52480 1.73521
N -1.77989 1.00135 0.51953
C -2.90460 0.43122 0.03678
C -2.82746 -0.14290 -1.31601
N -1.62978 -0.08809 -1.91947
C -1.51667 -0.53778 -3.16340
C -2.58950 -1.06133 -3.87683
C -3.81662 -1.14557 -3.25865
C -3.94766 -0.67557 -1.95385
C -5.18513 -0.73294 -1.19558
N -6.32542 -1.25507 -1.61578
H -5.05427 0.93898 2.59652
H -2.96400 1.98686 3.50135
H -0.92886 1.94913 2.13224
H -0.52351 -0.49413 -3.59430
H -2.44637 -1.40313 -4.89164
H -4.67702 -1.56756 -3.76140
C 2.19842 3.26848 -1.76078
As 0.52516 2.32427 -2.04969
C 0.53570 2.19073 -3.99242
C -0.75023 3.78082 -1.83158
H 2.45995 3.85358 -2.64128
H 2.98499 2.54784 -1.54540
H 2.08452 3.93310 -0.90599
H 0.77752 3.15796 -4.43128
H -0.44334 1.87334 -4.34955
H 1.28422 1.45925 -4.29820
H -0.45302 4.65007 -2.41724
H -0.80571 4.05785 -0.77859
H -1.73770 3.44956 -2.15273
C -0.76119 0.33381 5.41621
N -0.01906 -0.81391 4.94682
C -0.06642 -1.98503 5.81054
C 0.29716 -3.23841 5.04539
C 1.55211 -2.97541 4.24254
N 1.34766 -1.84020 3.35999
C 2.17442 -1.80107 2.16705
C 0.61349 -0.75657 3.73002
O 0.51513 0.25079 3.01678
H -1.83853 0.13713 5.41426
H -0.46329 0.57817 6.43888
H -0.55524 1.18148 4.76967
H -1.07885 -2.06571 6.21459
H 0.60924 -1.84616 6.66235
H -0.51500 -3.50728 4.36692
H 0.44887 -4.06695 5.73656
H 1.80269 -3.83586 3.62084
H 2.40540 -2.79760 4.90946
H 1.87098 -2.58430 1.46781
H 3.22323 -1.95280 2.43413
H 2.08694 -0.84084 1.67653
N 0.92476 3.61326 2.90468
C 2.15215 2.81728 2.97212
C 2.33701 1.96127 1.72915
O 3.32804 1.33917 1.50033
O 1.25537 1.97209 0.90222
H 0.40878 3.57247 3.77246
H 0.64325 2.60944 1.34775
H 1.11923 4.58742 2.71314
H 2.09943 2.11203 3.79999
H 3.05460 3.41512 3.09743
*
```

Calculated values
**E_LUMO (alpha / beta)**: -3.1 / -3.1 eV
**Expectation value of S²**: 0.753

Mulliken population analysis, charges in e, atoms 1 to 4:
1 Ti -0.172
2 C -2.017
3 C 0.825
4 O 0.951

Best to worst by energy: *two*, *one*.